[1]
{"formula": "C5H6", "method": "ωB97M-V/def2-TZVPD", "elements": ["C", "C", "C", "C", "C", "H", "H", "H", "H", "H", "H"], "positions_angstrom": [[-2.537, -0.281, -0.025], [-1.612, 0.592, -0.055], [-0.164, 0.205, -0.299], [1.003, 0.065, -0.131], [2.442, 0.045, 0.050], [-3.610, -0.391, 0.142], [-2.193, -1.326, 0.059], [-2.064, 1.544, 0.237], [2.882, -0.758, 0.715], [2.694, -0.661, -0.821], [3.158, 0.966, 0.129]], "lowdin_charge": [-0.06, -0.20, -0.01, -0.13, -0.13, 0.07, 0.07, 0.10, 0.08, 0.09, 0.11], "total_energy_ha": -193.96452, "homo_energy_ev": -9.0425, "lumo_ev": 1.0, "smiles": "C=CC#CC", "spin_multiplicity": 1}

[2]
{"formula": "C8H10F2O6V", "method": "ωB97M-V/def2-TZVPD", "elements": ["V", "F", "F", "C", "C", "C", "O", "C", "C", "C", "O", "O", "O", "H", "H", "C", "O", "H", "H", "H", "H", "C", "O", "H", "H", "H", "H"], "positions_angstrom": [[0.281, 1.076, 1.495], [0.366, 0.029, 3.221], [-1.355, 0.006, 0.805], [3.480, -0.240, -0.770], [2.131, 0.037, -0.411], [1.536, 1.355, -1.050], [0.549, 1.771, -0.410], [2.371, 2.169, -1.944], [3.610, 1.810, -2.179], [4.186, 0.525, -1.623], [5.474, 0.296, -1.605], [4.401, 2.606, -2.833], [1.629, -0.337, 0.596], [3.950, -1.093, -0.304], [1.988, 3.143, -2.212], [-2.542, -1.688, -2.158], [-1.349, -0.964, -1.878], [-3.369, -0.986, -2.041], [-2.682, -2.035, -3.182], [-2.729, -2.498, -1.454], [-1.472, -0.606, -0.996], [-3.559, -0.675, 3.793], [-3.158, -1.464, 2.703], [-3.425, -1.151, 4.764], [-3.061, 0.290, 3.883], [-4.617, -0.429, 3.703], [-2.635, -0.948, 2.085]], "lowdin_charge": [1.05, -0.61, -0.51, 0.11, -0.29, -0.24, -0.11, 0.04, -0.39, -0.28, 0.07, -0.01, 0.07, 0.14, 0.13, -0.18, -0.14, 0.07, 0.07, 0.07, 0.01, -0.19, -0.12, 0.07, 0.07, 0.06, 0.03], "s_squared": 6.0825, "total_charge": -1, "total_energy_ha": -1906.02204, "homo_energy_ev": [-4.9621, -5.8453], "lumo_ev": [1.5, -0.4], "spin_multiplicity": 5}

[3]
{"formula": "C4H16BaFO4V", "method": "ωB97M-V/def2-TZVPD", "elements": ["Ba", "V", "F", "C", "O", "H", "H", "H", "H", "C", "O", "H", "H", "H", "H", "C", "O", "H", "H", "H", "H", "C", "O", "H", "H", "H", "H"], "positions_angstrom": [[-2.141, 1.375, 2.077], [2.271, -0.307, 1.181], [0.276, 0.377, 1.150], [1.151, -1.511, -1.482], [2.368, -1.042, -0.855], [1.360, -2.432, -2.025], [0.404, -1.742, -0.723], [0.743, -0.727, -2.124], [3.086, -1.153, -1.502], [3.923, 2.588, 1.123], [2.891, 1.677, 0.632], [4.815, 2.519, 0.488], [3.662, 3.643, 1.134], [4.300, 2.241, 2.085], [2.379, 2.178, -0.013], [-3.036, 0.677, -1.846], [-2.098, 1.065, -0.855], [-2.594, 0.612, -2.843], [-3.362, -0.324, -1.490], [-3.911, 1.371, -1.863], [-1.327, 1.507, -1.288], [-2.240, -2.301, 1.649], [-3.009, -1.110, 1.315], [-2.399, -3.101, 0.929], [-1.185, -2.033, 1.724], [-2.576, -2.612, 2.652], [-3.751, -1.436, 0.771]], "lowdin_charge": [2.05, 1.34, -0.67, -0.06, -0.19, 0.12, 0.07, 0.09, 0.15, -0.03, -0.22, 0.11, 0.11, 0.10, 0.11, 0.10, 0.04, 0.16, 0.16, 0.22, 0.18, -0.06, -0.33, 0.12, 0.07, 0.12, 0.11], "s_squared": 6.0068, "total_charge": 4, "total_energy_ha": -1530.59537, "homo_energy_ev": [-22.7242, -23.2204], "lumo_ev": [-13.7, -20.3], "spin_multiplicity": 5}